Record 1
Entry from the OMol25 dataset: a molecular structure, C21H43N2P3ReS in a non-equilibrium geometry (ωB97M-V/def2-TZVPD).

Each line ends with the Mulliken charge.
Geometry (Å):
Re1 -0.419 0.433 0.715  0.836
P1 1.595 0.928 1.656  0.776
P2 -1.862 2.203 0.879  0.634
P3 0.342 1.345 -1.239  1.080
H1 -0.072 -4.211 -0.405  0.330
C1 0.715 -4.078 -1.173  -0.679
C2 2.031 -3.704 -0.661  -0.294
H2 2.305 -3.977 0.355  0.343
C3 2.349 -0.078 3.017  -1.372
C4 1.733 2.628 2.390  -1.449
C5 3.135 0.900 0.625  -1.403
C6 -3.308 1.885 -0.230  -1.151
C7 -2.790 2.411 2.471  -1.419
C8 -1.607 4.003 0.538  -1.401
C9 1.743 0.633 -2.219  -1.306
C10 0.976 3.094 -1.175  -1.356
C11 -0.932 1.440 -2.556  -1.493
H3 0.718 -4.866 -1.929  0.566
H4 2.761 -3.314 -1.376  0.310
H5 2.136 -1.147 2.902  0.300
H6 2.025 0.256 4.009  0.339
H7 3.437 0.043 2.959  0.578
H8 0.765 3.146 2.425  0.285
H9 2.418 3.222 1.772  0.482
H10 2.127 2.563 3.414  0.458
H11 3.224 -0.019 0.033  0.293
H12 3.985 0.944 1.317  0.657
H13 3.192 1.769 -0.039  0.304
H14 -4.180 2.318 0.273  0.498
H15 -3.471 0.808 -0.365  0.324
H16 -3.170 2.351 -1.211  0.348
H17 -3.777 2.826 2.237  0.618
H18 -2.255 3.094 3.140  0.416
H19 -2.931 1.451 2.984  0.374
H20 -2.519 4.537 0.846  0.501
H21 -1.424 4.185 -0.530  0.398
H22 -0.758 4.395 1.114  0.326
H23 1.403 0.455 -3.243  0.494
H24 2.084 -0.326 -1.817  0.131
H25 2.594 1.324 -2.254  0.503
H26 0.405 3.695 -1.892  0.428
H27 2.035 3.138 -1.455  0.548
H28 0.874 3.547 -0.183  0.272
H29 -0.423 1.331 -3.520  0.571
H30 -1.449 2.406 -2.530  0.426
H31 -1.668 0.632 -2.473  0.327
C12 0.035 -2.966 -3.604  0.717
C13 -1.197 -2.602 -4.184  -0.308
C14 -1.586 -3.180 -5.391  -0.683
C15 -0.723 -4.060 -6.053  -0.478
C16 0.544 -4.351 -5.521  -0.723
C17 0.933 -3.792 -4.301  -0.511
S1 0.366 -2.387 -1.979  0.396
H32 -1.882 0.353 1.569  0.097
H33 -1.835 -1.905 -3.634  0.316
H34 -2.566 -2.948 -5.815  0.415
H35 -1.021 -4.506 -7.001  0.429
H36 1.208 -5.021 -6.071  0.422
H37 1.908 -4.004 -3.850  0.398
C18 -0.549 1.055 4.519  -0.682
C19 -0.669 -0.293 3.911  0.366
N1 -0.584 -0.718 2.641  -0.027
C20 -0.677 -2.112 2.646  -0.252
C21 -0.833 -2.524 3.938  -0.503
N2 -0.839 -1.372 4.715  0.018
H38 -1.331 1.168 5.287  0.510
H39 0.428 1.184 5.011  0.383
H40 -0.681 1.849 3.774  -0.254
H41 -0.658 -2.683 1.727  0.480
H42 -0.949 -3.511 4.345  0.439
H43 -0.938 -1.296 5.724  0.286

The HOMO energy (alpha / beta) comes out at -18.757 / -18.780 eV. As for the molar mass: 634.79 u. Its energy above the lowest of the compared OMol25 structures with the same formula, charge and spin is 3.810 eV. Its LUMO energy (alpha / beta) is -13.9 / -16.4 eV. For the HOMO-LUMO gap (alpha / beta), the calculation gives 4.902 / 2.363 eV. As for the spin multiplicity: 4. The net charge is +4.

---

Record 2
Entry from the OMol25 dataset: a molecular structure, C44H57BrIN4O2S2SiTi (ωB97M-V/def2-TZVPD).

Each line ends with the Mulliken charge.
Geometry (Å):
Ti1 2.290 -0.533 0.242  0.205
S1 -0.163 -0.838 0.287  0.643
C1 -0.641 -1.735 1.680  -1.009
N1 -1.954 -1.846 1.974  0.470
C2 -2.380 -2.618 3.132  -0.719
C3 -1.408 -3.735 3.394  -0.656
N2 -0.063 -3.178 3.511  0.485
C4 0.933 -3.903 4.313  -0.896
C5 0.358 -4.398 5.613  -0.174
C6 0.034 -3.490 6.617  -0.104
C7 -0.514 -3.930 7.813  -0.672
C8 -0.738 -5.287 8.017  -0.397
C9 -0.411 -6.198 7.023  -0.658
C10 0.132 -5.752 5.824  -0.147
C11 0.334 -2.358 2.504  0.365
S2 2.013 -2.094 2.209  -0.282
C12 -3.017 -1.189 1.214  -1.788
C13 -3.753 -2.143 0.306  0.815
C14 -3.091 -2.740 -0.766  0.007
C15 -3.763 -3.624 -1.596  -0.734
C16 -5.103 -3.919 -1.366  -0.494
C17 -5.766 -3.327 -0.302  -0.638
C18 -5.090 -2.443 0.532  -0.334
H1 -3.367 -3.032 2.925  0.428
H2 -2.452 -1.969 4.012  0.275
H3 -1.447 -4.467 2.578  0.207
H4 -1.670 -4.237 4.321  0.475
H5 1.749 -3.212 4.513  0.478
H6 1.353 -4.734 3.737  0.438
H7 0.213 -2.433 6.457  0.437
H8 -0.760 -3.217 8.589  0.396
H9 -1.161 -5.631 8.951  0.392
H10 -0.580 -7.255 7.179  0.398
H11 0.386 -6.464 5.047  0.368
H12 -2.574 -0.376 0.644  0.288
H13 -3.714 -0.752 1.933  0.565
H14 -2.048 -2.506 -0.950  0.308
H15 -3.244 -4.082 -2.428  0.447
H16 -5.627 -4.608 -2.016  0.394
H17 -6.809 -3.551 -0.118  0.405
H18 -5.612 -1.975 1.359  0.407
O1 -0.286 6.939 1.752  -0.498
C19 -0.767 5.677 1.730  0.568
O2 -1.946 5.479 1.749  -0.536
C20 0.234 4.559 1.694  0.901
C21 -0.187 3.311 2.146  -0.829
C22 0.657 2.221 2.076  -0.093
C23 1.929 2.380 1.550  -0.550
C24 2.365 3.611 1.097  -0.393
C25 1.511 4.704 1.169  -0.780
N3 2.776 1.224 1.422  0.754
C26 3.928 1.236 1.964  -0.179
C27 4.797 0.064 1.850  0.195
C28 6.027 0.006 2.470  -0.950
C29 6.775 -1.159 2.354  -0.443
C30 6.259 -2.212 1.628  -0.908
C31 5.013 -2.073 1.029  -0.366
N4 4.298 -0.955 1.132  0.414
H19 0.669 6.944 1.880  0.347
H20 -1.192 3.214 2.534  0.500
H21 0.338 1.242 2.411  0.382
H22 3.343 3.705 0.640  0.516
H23 1.845 5.652 0.764  0.273
H24 4.273 2.091 2.544  0.477
H25 6.389 0.853 3.037  0.514
H26 7.743 -1.238 2.830  0.446
H27 6.803 -3.139 1.516  0.450
H28 4.573 -2.875 0.451  0.482
I1 2.539 -2.369 -2.053  -0.045
C32 3.548 -0.526 -1.523  -1.166
H29 3.365 0.149 -2.355  0.466
H30 4.604 -0.784 -1.494  0.579
C33 -0.880 -0.790 -3.455  -1.206
C34 -1.546 0.584 -3.606  2.734
C35 -2.610 0.670 -2.503  -1.859
C36 -2.246 0.636 -4.976  -1.842
Si1 -0.296 2.028 -3.469  -1.909
Br1 0.981 1.530 -1.577  0.156
C37 1.011 2.080 -4.867  2.750
C38 1.400 0.659 -5.294  -1.988
C39 2.318 2.772 -4.444  -1.613
C40 0.423 2.818 -6.084  -1.784
C41 -1.057 3.724 -3.002  2.882
C42 -0.002 4.836 -3.075  -2.150
C43 -2.190 4.058 -3.988  -1.766
C44 -1.621 3.766 -1.572  -1.905
H31 -1.662 -1.557 -3.525  0.378
H32 -0.400 -0.904 -2.487  -0.235
H33 -0.145 -1.002 -4.227  0.397
H34 -3.238 -0.227 -2.555  0.646
H35 -3.264 1.532 -2.618  0.274
H36 -2.159 0.699 -1.508  0.208
H37 -3.002 -0.155 -5.015  0.539
H38 -1.556 0.463 -5.801  0.345
H39 -2.756 1.583 -5.155  0.328
H40 1.761 0.061 -4.454  0.202
H41 2.211 0.724 -6.027  0.659
H42 0.577 0.126 -5.768  0.325
H43 2.837 2.206 -3.671  0.080
H44 2.177 3.785 -4.080  0.307
H45 2.978 2.824 -5.317  0.573
H46 -0.524 2.394 -6.418  0.310
H47 1.128 2.741 -6.918  0.549
H48 0.267 3.878 -5.889  0.302
H49 0.380 4.990 -4.083  0.385
H50 0.840 4.641 -2.408  0.274
H51 -0.467 5.776 -2.757  0.626
H52 -1.860 4.059 -5.028  0.322
H53 -2.569 5.061 -3.763  0.527
H54 -3.030 3.370 -3.900  0.348
H55 -0.863 3.530 -0.827  -0.010
H56 -2.461 3.096 -1.421  0.209
H57 -1.980 4.780 -1.369  0.709

The HOMO energy (alpha / beta) comes out at -8.827 / -10.647 eV. As for the molar mass: 1020.86 u. Its energy above the lowest of the compared OMol25 structures with the same formula, charge and spin is 0.041 eV. Its LUMO energy (alpha / beta) is -3.7 / -3.8 eV. For the HOMO-LUMO gap (alpha / beta), the calculation gives 5.090 / 6.895 eV. As for the spin multiplicity: 3. The net charge is +1.

---

Record 3
Entry from the OMol25 dataset: a molecular structure, C6H12N2O2 in a non-equilibrium geometry (ωB97M-V/def2-TZVPD).

Each line ends with the Mulliken charge.
Geometry (Å):
O1 1.716 3.696 -0.956  -0.451
C1 1.430 2.937 -0.048  0.415
N1 0.153 1.255 -0.702  -0.667
C2 0.515 0.013 -1.329  -0.179
C3 1.468 -0.951 -0.686  -0.787
C4 -0.008 -1.252 -0.703  -0.025
N2 -0.682 -1.124 0.552  -0.235
C5 -2.115 -1.361 0.590  -0.456
C6 -1.165 -2.344 1.174  -0.435
H1 2.252 2.475 0.540  0.270
H2 -0.363 1.538 0.514  0.467
H3 0.513 0.072 -2.418  0.277
H4 2.137 -1.526 -1.326  0.242
H5 1.893 -0.646 0.272  0.256
H6 -0.376 -2.028 -1.388  0.396
H7 -2.674 -0.676 1.232  0.238
H8 -2.601 -1.628 -0.353  0.247
H9 -1.015 -3.278 0.625  0.247
H10 -1.034 -2.416 2.255  0.245
H11 -0.727 1.586 -1.091  0.310
O2 0.204 3.017 1.172  -0.699
H12 0.477 2.640 2.075  0.323

The HOMO energy comes out at -8.875 eV. As for the molar mass: 144.17 u. Its energy above the lowest of the compared OMol25 structures with the same formula, charge and spin is 6.507 eV. Its LUMO energy is 0.8 eV. For the HOMO-LUMO gap, the calculation gives 9.689 eV. The net charge is 0.

---

Record 4
Entry from the OMol25 dataset: a molecular structure, C9H22BrFIInNO3S in a non-equilibrium geometry (ωB97M-V/def2-TZVPD).

Each line ends with the Mulliken charge.
Geometry (Å):
C1 0.163 -2.541 -0.793  -0.976
C2 1.180 -1.632 -1.537  -0.223
C3 0.452 -0.338 -1.997  -0.485
N1 -0.115 0.439 -0.846  -0.559
In1 -1.873 1.394 -1.644  1.293
F1 -1.152 2.467 -3.281  -0.776
Br1 -2.752 2.993 0.228  -0.579
C4 -3.434 0.000 -2.422  -1.208
C5 -4.453 -0.516 -1.385  -0.268
C6 -5.569 -1.311 -2.148  -1.215
I1 -3.601 -1.940 0.031  -0.009
H1 0.722 -3.348 -0.279  0.332
H2 -0.320 -1.948 -0.008  0.164
H3 -0.539 -2.949 -1.533  0.299
H4 2.014 -1.360 -0.865  0.083
H5 1.616 -2.140 -2.417  0.328
H6 1.073 0.291 -2.661  0.332
H7 -0.422 -0.657 -2.610  0.152
H8 0.586 1.157 -0.668  0.112
H9 -2.935 -0.817 -2.973  0.366
H10 -4.007 0.560 -3.189  0.414
H11 -4.897 0.281 -0.777  0.405
H12 -6.179 -0.639 -2.770  0.357
H13 -6.163 -1.940 -1.468  0.375
H14 -5.029 -1.991 -2.833  0.330
O1 5.025 0.555 2.279  -0.680
S1 3.659 0.140 2.446  1.121
O2 2.823 -0.142 1.320  -0.475
O3 2.908 1.193 3.396  -0.268
C7 2.960 2.581 3.033  -0.361
C8 1.984 2.912 1.919  -0.970
C9 3.604 -1.231 3.557  -0.970
H15 3.981 2.865 2.766  0.325
H16 2.694 3.138 3.932  0.266
H17 2.283 2.442 0.981  0.238
H18 1.941 3.991 1.759  0.411
H19 0.985 2.549 2.158  0.301
H20 4.188 -0.991 4.442  0.338
H21 4.032 -2.088 3.041  0.362
H22 2.566 -1.429 3.815  0.318

The HOMO energy comes out at -4.847 eV. As for the molar mass: 564.97 u. Its energy above the lowest of the compared OMol25 structures with the same formula, charge and spin is 0.460 eV. Its LUMO energy is 2.3 eV. For the HOMO-LUMO gap, the calculation gives 7.152 eV. The net charge is -1.

---

Record 5
Entry from the OMol25 dataset: C6H8OS in the gas phase in a non-equilibrium geometry (ωB97M-V/def2-TZVPD).

Each line ends with the Mulliken charge.
Geometry (Å):
C1 -0.048 0.960 0.586  -0.203
C2 1.188 1.617 0.569  -0.337
C3 2.430 -1.351 0.409  0.070
C4 -0.495 -0.031 -0.186  0.175
C5 2.631 -0.404 -0.594  -0.601
C6 -1.877 -0.428 -0.496  -1.223
O1 2.483 -2.547 0.159  -0.559
S1 2.660 1.265 -0.236  0.026
H1 -0.884 1.597 1.048  0.182
H2 1.426 2.614 1.066  0.244
H3 2.148 -0.824 1.342  0.334
H4 0.169 -0.602 -0.785  0.393
H5 3.166 -0.578 -1.414  0.526
H6 -2.042 -1.185 0.276  0.297
H7 -1.891 -0.717 -1.447  0.389
H8 -2.426 0.534 -0.376  0.287

The HOMO energy (alpha / beta) comes out at -8.178 / -7.700 eV. As for the molar mass: 128.20 u. Its energy above the lowest of the compared OMol25 structures with the same formula, charge and spin is 4.039 eV. Its LUMO energy (alpha / beta) is -0.9 / -1.3 eV. For the HOMO-LUMO gap (alpha / beta), the calculation gives 7.307 / 6.403 eV. The net charge is 0.

---

Record 6
Entry from the OMol25 dataset: a molecular structure, C18H13MnN2O12S (ωB97M-V/def2-TZVPD).

Each line ends with the Mulliken charge.
Geometry (Å):
Mn1 -0.183 -0.301 1.208  0.840
O1 3.901 0.070 2.070  -0.479
C1 2.652 -0.312 1.924  0.453
O2 1.795 0.413 1.437  -0.523
C2 2.374 -1.712 2.390  -0.276
O3 0.972 -1.809 2.395  -0.077
C3 0.377 -3.097 2.252  -0.143
C4 -0.988 -2.940 1.608  0.266
O4 -1.728 -3.876 1.498  -0.606
O5 -1.320 -1.722 1.178  -0.441
H1 3.995 0.958 1.677  0.394
H2 2.839 -2.387 1.665  0.309
H3 2.817 -1.884 3.376  0.504
H4 0.996 -3.735 1.618  0.339
H5 0.256 -3.562 3.233  0.428
O6 4.071 -2.386 -1.027  -0.665
S1 2.800 -2.731 -1.601  1.170
O7 2.504 -4.095 -1.902  -0.663
N1 1.629 -2.094 -0.621  -0.164
C5 1.051 -1.095 -1.202  0.977
O8 0.172 -0.357 -0.622  -0.564
C6 1.443 -0.814 -2.610  -0.036
C7 0.956 0.127 -3.495  -0.502
C8 1.516 0.165 -4.767  -0.664
C9 2.530 -0.717 -5.131  -0.484
C10 3.017 -1.665 -4.237  -0.632
C11 2.450 -1.685 -2.981  0.071
H6 0.162 0.802 -3.208  0.595
H7 1.156 0.885 -5.489  0.405
H8 2.943 -0.669 -6.128  0.395
H9 3.798 -2.355 -4.518  0.455
O9 -1.882 1.470 4.385  -0.624
C12 -1.644 1.351 3.210  0.248
O10 -0.751 0.489 2.752  -0.536
C13 -2.422 2.097 2.166  0.391
C14 -1.989 2.224 0.853  -0.057
C15 -2.742 2.917 -0.083  -0.837
C16 -3.934 3.470 0.336  0.152
C17 -4.396 3.377 1.635  -0.532
C18 -3.622 2.688 2.553  -0.554
N2 -4.755 4.207 -0.656  1.020
O11 -5.814 4.655 -0.280  -0.611
O12 -4.289 4.350 -1.764  -0.610
H10 -1.027 1.827 0.517  0.340
H11 -2.418 3.034 -1.106  0.530
H12 -5.336 3.831 1.908  0.500
H13 -3.935 2.592 3.583  0.498

The HOMO energy (alpha / beta) comes out at -10.240 / -10.233 eV. As for the molar mass: 536.31 u. Its energy above the lowest of the compared OMol25 structures with the same formula, charge and spin is 0.351 eV. Its LUMO energy (alpha / beta) is -2.0 / -1.0 eV. For the HOMO-LUMO gap (alpha / beta), the calculation gives 8.252 / 9.277 eV. As for the spin multiplicity: 5. The net charge is 0.